# 1
Below is a molecular structure, C10H12B2F4N7O4Pd at a distorted geometry, with properties calculated with ωB97M-V/def2-TZVPD.

```
40
C10H12B2F4N7O4Pd ωB97M-V/def2-TZVPD
Pd -0.39 -0.47 -0.12
C 0.00 -0.60 -4.34
C 0.07 -0.79 -2.87
N -0.85 -0.43 -2.05
O -1.99 0.15 -2.39
B -3.01 0.04 -1.26
F -2.75 -1.20 -0.62
F -4.23 0.23 -1.75
O -2.75 1.10 -0.17
N -1.78 0.72 0.64
C -1.62 1.12 1.85
C -2.51 2.09 2.52
C -0.44 0.48 2.52
N 0.17 -0.36 1.77
O 1.24 -1.05 2.14
B 1.39 -2.34 1.29
F 2.19 -3.18 1.93
F 0.07 -2.77 1.03
O 2.01 -2.00 -0.07
N 1.11 -1.51 -0.91
C 1.24 -1.43 -2.18
C 2.44 -1.92 -2.92
C -0.03 0.73 3.93
H -0.97 -0.20 -4.62
H 0.18 -1.54 -4.86
H 0.78 0.11 -4.65
H -3.34 2.35 1.87
H -1.96 3.00 2.77
H -2.90 1.67 3.45
H 3.12 -2.43 -2.24
H 2.95 -1.07 -3.38
H 2.14 -2.60 -3.72
H -0.63 1.51 4.39
H 1.03 0.99 3.96
H -0.14 -0.20 4.51
N 3.82 3.38 1.98
C 2.81 3.02 1.57
N 1.63 2.59 1.13
C 1.21 1.78 0.33
N 0.68 1.05 -0.48
```

Properties
**E_tot**: -1649.38270 Ha
**Orbital gap (spin up / spin down)**: 6.706 / 6.707 eV
**Net charge**: +1

# 2
Below is 2 unconnected molecules or ions with the total composition C10H12BNO7 at a distorted geometry, with properties calculated with ωB97M-V/def2-TZVPD.

```
31
C10H12BNO7 ωB97M-V/def2-TZVPD
N 0.89 1.44 2.22
B -0.43 2.01 1.72
O -0.39 3.33 1.15
C -1.74 1.05 1.83
C -2.56 0.89 0.47
O -3.47 2.03 0.54
C -3.72 2.49 1.86
O -4.37 3.51 2.12
C -2.95 1.45 2.80
H 0.69 0.74 2.96
H 1.24 0.88 1.42
H -1.29 3.62 0.87
H -1.33 0.10 2.31
H -1.97 0.94 -0.50
H -3.07 -0.13 0.44
H -2.70 1.73 3.87
H -3.58 0.48 2.81
O 1.81 -3.20 -4.33
C 2.01 -2.59 -3.30
C 3.31 -2.01 -2.96
C 3.50 -1.37 -1.81
O 4.70 -0.82 -1.48
C 2.39 -1.22 -0.82
O 2.60 -0.64 0.23
C 1.08 -1.78 -1.16
C 0.90 -2.42 -2.32
O -0.31 -2.94 -2.66
H 4.11 -2.13 -3.69
H 4.57 -0.42 -0.60
H 0.28 -1.65 -0.45
H -0.18 -3.35 -3.53
```

Properties
**E_tot**: -994.59092 Ha
**Orbital gap**: 7.870 eV
**SMILES string**: NB(O)[C@@H]1COC(=O)C1.O=C1C=C(O)C(=O)C=C1O
**Net charge**: 0

# 3
Below is a molecular structure, C10H12Cl3N8O2V at a distorted geometry, with properties calculated with ωB97M-V/def2-TZVPD.

```
36
C10H12Cl3N8O2V ωB97M-V/def2-TZVPD
V -0.66 -0.64 -1.47
N -2.33 0.31 -1.57
C -3.34 0.73 -2.00
N -4.35 1.32 -2.48
C -5.63 1.15 -2.25
N -6.78 1.11 -2.11
Cl 0.56 1.01 -2.74
C 1.34 -0.51 -3.30
Cl 2.84 -0.20 -4.16
Cl 1.59 -1.47 -1.82
C 0.21 -1.27 -4.14
O 0.44 -1.52 -5.30
O -0.79 -1.50 -3.39
N -1.24 -2.11 -0.38
C -1.60 -3.02 0.26
N -1.82 -4.03 0.99
C -2.90 -4.36 1.66
N -3.78 -4.74 2.30
C 2.86 0.21 2.55
C 1.79 1.03 1.84
C 0.89 1.72 2.86
C 2.46 2.06 0.93
N 1.07 0.07 0.99
N -0.13 0.56 0.38
H 3.54 0.87 3.11
H 3.44 -0.36 1.83
H 2.41 -0.49 3.27
H 1.49 2.32 3.55
H 0.34 0.98 3.46
H 0.17 2.39 2.39
H 3.07 2.75 1.53
H 1.73 2.67 0.39
H 3.10 1.57 0.20
H 0.81 -0.76 1.52
H 0.05 1.49 0.02
H -0.87 0.66 1.08
```

Properties
**E_tot**: -3301.43214 Ha
**Orbital gap (spin up / spin down)**: 6.220 / 5.621 eV
**Net charge**: -1
**2S+1**: 2
**Energy relative to the best compared isomer or geometry (same formula, charge and spin)**: 105.0 kJ/mol

# 4
Below is 2 unconnected molecules or ions with the total composition C10H12ClN3O at a distorted geometry, with properties calculated with ωB97M-V/def2-TZVPD.

```
27
C10H12ClN3O ωB97M-V/def2-TZVPD
C 8.96 -1.19 -1.16
C 9.89 -1.16 1.09
C 8.98 0.17 -1.12
C 9.89 0.19 1.20
C 9.35 -1.98 0.00
C 9.43 0.86 0.05
C -7.19 0.74 -1.46
C -8.02 -0.38 -1.40
C -6.87 2.15 0.52
C -5.96 1.39 1.59
N -7.10 1.58 -0.55
N -8.65 -0.67 -0.24
N -9.46 -1.63 -0.18
O 9.16 -3.16 0.12
Cl 9.51 2.54 0.02
H 8.66 -1.71 -1.99
H 10.15 -1.84 1.98
H 8.44 0.69 -1.92
H 10.08 0.75 2.02
H -6.52 0.82 -2.35
H -8.19 -0.92 -2.29
H -7.35 3.08 0.73
H -5.91 1.94 2.52
H -6.31 0.37 1.88
H -4.99 1.39 1.34
H -9.89 -2.21 -0.93
H -10.11 -1.79 0.55
```

Properties
**E_tot**: -1087.20515 Ha
**Orbital gap**: 5.204 eV
**Net charge**: +2
**Energy relative to the best compared isomer or geometry (same formula, charge and spin)**: 58.1 kJ/mol

# 5
Below is a molecular structure, C10H12F2 at a distorted geometry, with properties calculated with ωB97M-V/def2-TZVPD.

```
24
C10H12F2 ωB97M-V/def2-TZVPD
C -2.61 0.69 1.71
C -1.65 2.16 -0.36
C -2.11 1.54 0.68
C -1.50 0.22 1.16
C -0.44 1.37 -0.96
C 0.08 0.11 -0.10
C -0.26 -2.35 0.33
C 2.59 0.09 -0.30
C -0.24 -1.22 -0.71
C 1.40 0.24 0.58
F 0.65 2.19 -1.14
F -0.79 0.89 -2.23
H -3.20 0.52 2.62
H -1.92 3.04 -0.95
H 0.74 -2.83 0.25
H -1.04 -3.02 0.04
H -0.51 -1.79 1.28
H 3.43 0.02 0.42
H 2.80 0.96 -0.89
H 2.35 -0.69 -1.02
H -1.18 -1.21 -1.19
H 0.46 -1.56 -1.61
H 1.51 1.18 1.10
H 1.45 -0.54 1.31
```

Properties
**E_tot**: -587.74043 Ha
**Orbital gap**: 8.881 eV
**Net charge**: 0

# 6
Below is a molecular structure, C10H12MnO5 at a distorted geometry, with properties calculated with ωB97M-V/def2-TZVPD.

```
28
C10H12MnO5 ωB97M-V/def2-TZVPD
Mn 0.78 0.95 -2.14
O 0.61 -1.95 -1.29
C 0.63 -0.80 -1.56
C 0.06 1.76 -0.65
O -0.36 2.42 0.23
C -0.98 0.33 -1.76
O -2.05 -0.05 -1.46
C 1.76 0.61 -0.52
O 2.28 0.41 0.49
C 1.47 1.09 -4.10
H 2.52 0.73 -4.12
H 0.78 0.53 -4.76
C 1.19 2.39 -3.72
H 0.25 2.88 -4.06
H 1.99 3.08 -3.41
C -0.87 -2.32 4.15
C -2.12 -1.31 4.10
C -2.03 -0.55 2.75
O -0.81 -0.99 2.08
C -0.02 -1.87 2.94
H -0.31 -2.23 5.09
H -1.22 -3.37 4.13
H -2.06 -0.64 4.99
H -3.09 -1.83 4.22
H -2.91 -0.80 2.11
H -1.92 0.56 2.82
H 0.82 -1.25 3.29
H 0.40 -2.65 2.29
```

Properties
**E_tot**: -1913.97623 Ha
**Orbital gap (spin up / spin down)**: 7.126 / 5.155 eV
**Net charge**: +3
**2S+1**: 5

# 7
Below is a single C10H12N2 molecule at a distorted geometry, with properties calculated with ωB97M-V/def2-TZVPD.

```
24
C10H12N2 ωB97M-V/def2-TZVPD
C -1.94 0.42 3.37
C -1.25 -0.80 3.16
C -2.12 1.30 2.36
C -0.72 -1.07 1.94
C -1.63 1.08 1.02
C -0.87 -0.17 0.85
C 0.11 -0.79 -1.33
C 1.31 0.84 -2.66
C 2.49 -1.21 -1.76
C 1.18 -0.65 -2.32
N -1.90 1.97 0.14
N -0.25 -0.42 -0.27
H -2.32 0.64 4.36
H -1.15 -1.50 3.97
H -2.65 2.23 2.51
H -0.18 -1.99 1.75
H -1.54 1.76 -0.79
H 0.36 1.23 -3.01
H 2.06 0.98 -3.43
H 1.61 1.40 -1.77
H 3.28 -1.11 -2.51
H 2.39 -2.26 -1.50
H 2.79 -0.67 -0.86
H 0.92 -1.21 -3.22
```

Properties
**E_tot**: -497.66615 Ha
**Orbital gap (spin up / spin down)**: 6.625 / 6.627 eV
**Net charge**: 0
**Energy relative to the best compared isomer or geometry (same formula, charge and spin)**: 252.4 kJ/mol

# 8
Below is a single C10H12N2O molecule at a distorted geometry, with properties calculated with ωB97M-V/def2-TZVPD.

```
25
C10H12N2O ωB97M-V/def2-TZVPD
C -2.79 1.65 -0.53
C -1.58 0.83 -0.28
N -1.72 -0.41 -0.20
C -0.80 -1.28 0.04
C -1.12 -2.38 1.09
C 0.41 -1.08 -0.64
C 1.70 -1.52 -0.42
C 2.86 -0.83 -0.51
C 3.03 0.58 -0.50
N 2.18 1.42 -0.06
C 0.98 1.10 0.52
O 0.88 0.71 1.67
C -0.27 1.65 -0.08
H -3.22 2.10 0.45
H -3.58 0.93 -0.99
H -2.61 2.57 -1.05
H -0.89 -3.34 0.89
H -2.09 -2.11 1.57
H -0.41 -2.06 1.87
H 0.35 -0.30 -1.38
H 1.77 -2.41 0.17
H 3.72 -1.34 -0.28
H 4.00 1.03 -0.89
H -0.13 2.19 -1.10
H -0.66 2.30 0.65
```

Properties
**E_tot**: -572.87574 Ha
**Orbital gap (spin up / spin down)**: 7.567 / 7.568 eV
**SMILES string**: C/C1=N/C(C)=C/C=C\C=N/C(=O)C1
**Net charge**: 0
**Energy relative to the best compared isomer or geometry (same formula, charge and spin)**: 421.4 kJ/mol

# 9
Below is a single C10H12N2O2 molecule at a distorted geometry, with properties calculated with ωB97M-V/def2-TZVPD.

```
26
C10H12N2O2 ωB97M-V/def2-TZVPD
H -0.05 -2.14 -2.52
N 0.38 -1.56 -1.81
C -0.21 -1.48 -0.68
C -1.45 -2.17 -0.45
C -2.17 -1.87 0.67
C -1.76 -1.00 1.75
C -0.56 -0.45 1.64
C 0.24 -0.52 0.40
O 1.54 -0.95 0.77
N 2.57 -0.03 0.27
O 3.71 -0.38 0.56
C 2.01 0.95 -0.28
C 0.52 0.94 -0.19
C 0.07 2.14 0.67
C 0.02 1.35 -1.66
H -1.81 -2.92 -1.09
H -3.03 -2.45 0.85
H -2.41 -0.97 2.63
H 0.03 0.02 2.37
H 2.67 1.77 -0.56
H 0.38 3.10 0.28
H 0.35 1.91 1.68
H -0.96 2.24 0.75
H -1.00 1.52 -1.68
H 0.34 0.69 -2.43
H 0.59 2.26 -1.91
```

Properties
**E_tot**: -648.04683 Ha
**Orbital gap**: 8.366 eV
**SMILES string**: [H]/N=C1\C=CC=C[C@@]12O[N+]([O-])=CC2(C)C
**Net charge**: 0
**Energy relative to the best compared isomer or geometry (same formula, charge and spin)**: 515.5 kJ/mol